36
Properties=species:S:1:pos:R:3:forces:R:3 method="wB97M-V/def2-TZVPD" homo_lumo_gap_ev=6.36 homo_energy_ev=-15.3 charge=+2 relative_energy_kj_mol=0.23 e_tot_ha=-2475.15409
Sc -0.5843 -0.1725 0.0653 -0.22 0.19 -0.08
S -0.6136 -0.1716 2.4000 0.10 0.00 0.02
F -1.6783 1.1261 4.8580 0.00 -0.03 0.00
F -2.8937 3.4999 5.0971 0.01 0.02 0.00
F -3.3226 5.0623 2.9323 0.00 0.00 0.00
F -1.2865 1.8028 0.1792 0.01 0.05 0.18
F -2.5100 4.1952 0.4571 -0.02 0.02 -0.02
N -1.3496 -2.3478 -1.8570 0.28 0.11 0.01
N -1.8759 -1.6237 -0.9859 -0.12 -0.09 -0.02
N 0.7223 -1.2724 -1.2731 0.04 -0.08 0.07
C -2.7273 3.9013 2.8009 0.04 -0.05 -0.05
C -3.7916 -0.9115 0.2349 -0.31 0.04 0.10
C 2.7464 -1.9374 -2.3531 -0.02 0.08 0.08
C -3.2764 -1.6941 -0.7968 0.38 -0.04 -0.13
C -4.0963 -2.4799 -1.6100 -0.19 0.04 0.08
C -5.9821 -1.6853 -0.3379 -0.04 -0.03 -0.02
C -2.3194 3.4700 1.5388 -0.01 -0.07 0.22
C -2.5028 3.0952 3.9113 -0.01 -0.06 -0.06
C -1.4476 1.3925 2.5386 -0.09 0.09 0.10
C 2.0516 -1.1585 -1.4427 -0.05 -0.06 -0.05
C -1.7073 2.2418 1.4809 0.08 -0.02 -0.26
C 0.0549 -2.1886 -2.0157 -0.30 -0.19 -0.08
C 2.0500 -2.8645 -3.1105 0.02 -0.05 -0.05
C -1.8767 1.8571 3.7793 0.02 0.07 -0.03
C -5.1577 -0.9074 0.4644 0.17 0.01 -0.02
C -5.4549 -2.4670 -1.3663 0.06 0.00 -0.01
C 0.6735 -2.9983 -2.9421 0.07 0.12 0.10
H 2.5630 -0.4250 -0.8298 0.02 -0.01 -0.02
H -3.6818 -3.0759 -2.4092 0.05 0.01 0.00
H -6.1148 -3.0650 -1.9791 0.00 0.00 0.00
H 0.0879 -3.7094 -3.5065 -0.02 0.00 0.01
H 2.5689 -3.4852 -3.8292 0.01 0.01 0.01
H -3.1549 -0.3332 0.9046 0.07 -0.06 -0.07
H -5.5713 -0.3136 1.2668 -0.03 0.00 0.00
H 3.8143 -1.8091 -2.4549 0.00 -0.01 -0.01
H -7.0497 -1.6899 -0.1637 0.00 0.01 0.01

---

53
Properties=species:S:1:pos:R:3:forces:R:3 method="wB97M-V/def2-TZVPD" homo_lumo_gap_ev=6.19 homo_energy_ev=-12.7 charge=+1 relative_energy_kj_mol=223.40 e_tot_ha=-6638.77227
Te -0.1055 2.9341 0.0800 -0.07 -0.32 0.21
As -0.8231 -0.1359 -3.1602 -0.06 -0.37 -0.05
Ti -0.3028 -0.4135 0.4420 0.86 1.08 0.83
Cl -2.9229 -5.9790 -2.6873 -0.02 -0.03 -0.03
Cl -5.4024 -4.7089 -1.3254 -0.03 -0.02 -0.01
F -1.6851 0.0661 -4.5951 -0.02 0.03 0.03
F -1.0764 1.4494 -2.5880 0.02 0.01 -0.14
F 0.7159 0.2844 -3.7576 -0.02 -0.01 -0.02
F 1.4561 3.7066 0.7230 -0.10 0.24 -0.15
F -0.3138 2.8067 1.9516 0.07 -0.03 0.01
F 0.0512 4.1547 -1.3006 -0.10 -0.14 -0.11
F -2.1852 -0.6610 -2.2041 0.04 -0.02 -0.03
F -0.4870 -1.8075 -3.4634 0.02 -0.01 0.03
F 0.1413 -0.5291 -1.5089 0.01 0.46 0.23
F 1.1109 1.9882 -1.0081 0.10 0.02 0.17
F -1.7386 3.8043 0.1883 0.05 0.07 0.21
O 1.2909 -4.3153 -0.6647 0.01 0.02 0.09
O 1.2456 0.4793 1.1745 -0.50 -0.44 -0.17
O -4.2694 -0.5588 1.4384 0.04 -0.09 0.04
O -1.0411 1.3112 0.0902 0.09 -0.48 -0.20
N 2.3732 -1.0124 -0.1341 0.22 -0.11 -0.15
N 1.5457 -0.8329 1.0265 -0.17 -0.15 -0.17
N -0.1290 -2.5675 -0.1620 -0.33 -0.11 0.09
N -2.1938 -1.3825 0.7532 0.13 0.19 -0.37
N -0.9644 -0.1999 2.5966 -0.03 0.12 -0.12
C 4.0893 -1.5380 -2.1839 0.02 0.09 0.03
C 3.2850 -0.0941 -0.4622 -0.10 0.04 0.04
C -2.4717 -2.4275 0.0548 -0.05 0.09 -0.07
C -0.2025 0.2326 3.5977 0.03 0.01 -0.02
C -3.0900 -0.6580 1.5978 -0.19 0.03 -0.05
C 1.1194 -3.1377 -0.5254 0.03 -0.06 -0.18
C -3.8760 -4.0606 -0.9920 0.02 0.07 0.06
C -2.1163 0.9518 4.8408 0.03 0.01 0.01
C -1.2502 -3.0988 -0.5341 0.16 0.00 -0.05
C -0.7459 0.7925 4.7452 -0.03 0.01 0.02
C -1.4436 -4.2164 -1.4066 -0.05 -0.10 -0.08
C 4.1554 -0.3333 -1.5067 0.02 -0.07 -0.08
C -2.9188 0.5057 3.7983 0.04 -0.02 0.00
C -2.6890 -4.6718 -1.6370 0.10 0.04 0.03
C -3.7631 -2.9955 -0.1757 -0.07 -0.03 0.08
C -2.2980 -0.0755 2.7159 -0.10 -0.01 0.02
C 2.2475 -2.1774 -0.8025 0.03 0.00 0.00
C 3.1229 -2.4686 -1.8227 -0.04 -0.03 -0.01
H -3.9958 0.5944 3.8112 0.00 -0.01 0.00
H 4.8770 0.4252 -1.7711 0.00 0.01 0.01
H -0.0883 1.1214 5.5367 0.01 0.00 0.00
H 4.7695 -1.7505 -2.9966 0.00 0.01 0.00
H -4.6329 -2.5199 0.2497 -0.01 -0.01 0.00
H -2.5571 1.4151 5.7127 0.00 0.00 0.00
H 3.2668 0.8110 0.1263 0.01 0.00 0.01
H -0.5981 -4.6897 -1.8776 -0.01 0.01 -0.01
H 3.0123 -3.4070 -2.3462 -0.01 0.00 0.01
H 0.8658 0.1518 3.4617 0.00 0.00 0.00

---

43
Properties=species:S:1:pos:R:3:forces:R:3 method="wB97M-V/def2-TZVPD" homo_lumo_gap_ev="5.98 / 6.37" homo_energy_ev="-12.1 / -12.1" charge=+1 multiplicity=2 e_tot_ha=-2006.51017
Tc -0.6960 -0.2008 0.5076 0.10 0.09 0.09
F 1.9559 -3.1437 1.0435 0.00 -0.01 0.00
F 1.1053 -5.1337 0.9352 0.00 0.02 0.01
F -1.1339 -2.7165 -1.6398 -0.01 0.00 0.00
F 0.9816 -2.5662 -1.2941 0.03 0.02 -0.01
F -1.6340 -5.2993 0.4994 0.00 0.01 0.00
F -1.8921 -3.9874 2.2001 0.00 -0.01 -0.01
F 0.6560 -3.8399 2.6096 0.01 0.00 -0.02
F 0.0581 -4.5138 -1.4801 0.01 -0.03 -0.01
F -2.7063 -3.4272 0.2912 0.01 -0.01 0.01
O 1.1168 0.0635 0.3087 -0.06 -0.10 -0.03
O -0.5057 -1.9771 0.9740 -0.12 0.01 -0.02
O -2.4071 0.2604 0.4131 0.03 -0.11 -0.11
N 0.8739 2.2243 -0.3124 0.02 0.00 0.01
N -0.4428 1.8117 -0.1243 -0.02 0.01 0.03
C -1.3323 2.7047 -0.3952 0.01 -0.01 -0.02
C 5.1185 2.5621 -0.5735 -0.01 0.01 0.00
C 3.8729 0.1604 0.0901 0.00 -0.01 0.00
C -0.3526 -3.2843 0.5324 0.05 0.00 0.02
C 0.8694 -3.8799 1.2993 0.00 0.00 0.01
C 5.8726 1.4185 -0.3322 0.00 -0.01 0.00
C -4.6345 1.0274 0.1858 -0.04 0.01 0.01
C -5.0101 3.3027 -0.5419 -0.02 -0.01 0.00
C -5.4994 2.0657 -0.1414 -0.01 -0.02 0.01
C -3.2816 1.2637 0.0989 0.02 0.05 0.04
C -3.6447 3.5172 -0.6219 0.04 -0.01 0.01
C 3.1177 1.3077 -0.1526 -0.01 0.00 0.00
C -2.7550 2.4929 -0.2996 -0.01 0.01 -0.01
C 5.2528 0.2217 -0.0017 -0.01 0.00 0.00
C -1.6749 -4.0334 0.8903 0.00 0.01 0.01
C -0.1034 -3.2903 -1.0077 -0.03 0.03 0.01
C 3.7414 2.5124 -0.4856 0.01 0.01 0.00
C 1.6676 1.2521 -0.0660 0.01 0.06 -0.01
H -5.6960 4.0993 -0.7926 0.00 0.00 0.00
H 5.6092 3.4907 -0.8301 0.00 0.00 0.00
H -3.2573 4.4781 -0.9358 0.00 0.00 0.00
H 3.3824 -0.7688 0.3451 0.00 0.00 0.00
H -0.9673 3.6734 -0.7229 0.00 0.00 -0.01
H -6.5666 1.9019 -0.0821 0.00 0.00 0.00
H 5.8445 -0.6638 0.1840 0.00 0.00 0.00
H -4.9959 0.0580 0.4990 0.00 0.00 0.00
H 3.1418 3.3928 -0.6708 0.00 0.00 0.00
H 6.9512 1.4629 -0.4029 0.00 0.00 0.00

---

37
Properties=species:S:1:pos:R:3:forces:R:3 method="wB97M-V/def2-TZVPD" homo_lumo_gap_ev=7.33 homo_energy_ev=-8.6 relative_energy_kj_mol=192.35 e_tot_ha=-1332.07319
F 3.7475 -3.2031 0.8208 1.30 0.36 1.53
O -1.3716 -0.0897 -2.9529 1.91 -2.66 -3.27
O -6.5285 3.7813 -2.2869 1.34 -0.77 -1.45
O 1.6697 -0.1263 2.6850 2.35 -1.75 -0.31
O -7.1355 3.3670 -4.3093 1.17 -0.09 -0.02
O -4.1358 2.1180 -2.7572 -1.44 1.23 0.12
N -6.2999 3.2988 -3.4148 -2.36 1.27 2.85
N -2.0908 0.9004 -1.2060 -2.19 1.51 2.60
N 2.2402 -0.9693 0.6581 2.71 0.30 1.12
C 3.8617 -1.5418 2.5177 -0.28 0.07 0.25
C 6.1902 -2.8865 3.5524 -2.68 2.45 -0.64
C 0.6346 0.0004 1.8031 0.71 1.42 3.48
C 1.0224 -0.3606 0.5776 -1.97 0.25 -0.73
C -0.5456 0.6044 2.1976 -0.20 -0.03 -1.51
C -5.0417 1.8536 -4.8227 3.23 -2.06 1.57
C 4.4612 -1.1168 3.7274 -1.54 -0.95 -1.76
C -3.8589 0.9374 -4.6402 -0.27 -0.13 0.66
C -1.4390 0.8895 1.2108 -0.98 0.63 -2.02
C -5.1440 2.5053 -3.6461 1.79 -1.60 -0.76
C -3.3471 1.1667 -3.3621 -2.20 0.39 -0.88
C 0.0701 -0.0478 -0.4235 0.83 -0.60 -1.18
C 4.3971 -2.7069 1.9496 -0.39 -0.29 -1.51
C 5.5619 -3.3831 2.4077 -0.50 0.24 0.12
C 2.7171 -0.7911 1.8932 -3.78 -0.91 -1.56
C 5.5907 -1.7278 4.1729 1.78 -0.38 -0.39
C -2.2510 0.5436 -2.4998 0.49 1.63 0.98
C -1.1379 0.5931 -0.1529 1.06 -1.26 -0.74
H -2.3668 1.4533 1.3308 0.19 -0.31 0.64
H 5.9622 -4.2412 1.8362 -0.49 0.59 0.44
H -5.7299 1.9483 -5.6079 -0.48 -0.07 -0.95
H 3.8767 -0.4210 4.2876 0.43 0.99 0.32
H -3.5262 0.0674 -5.2548 -0.31 1.29 0.32
H 0.3709 -0.3300 -1.4156 -0.40 0.10 -0.42
H -2.9142 1.3344 -0.8248 -0.12 0.36 0.26
H 7.0801 -3.2425 3.9692 1.19 -0.72 0.23
H -0.7519 0.8790 3.1781 -0.09 0.35 1.62
H 6.1618 -1.0565 4.8017 0.17 -0.86 1.00

---

36
Properties=species:S:1:pos:R:3:forces:R:3 method="wB97M-V/def2-TZVPD" homo_lumo_gap_ev=7.27 homo_energy_ev=-8.5 e_tot_ha=-1534.78495
S 0.1728 0.5710 -1.7074 0.63 -0.18 0.41
O -3.1710 0.2916 0.0393 0.25 0.10 0.33
O 1.8404 -2.8432 1.4820 0.60 -0.16 0.30
O -2.9738 2.4471 -4.6456 -0.26 0.60 -1.55
N 3.6585 -0.0091 -0.7297 -2.06 -0.10 1.60
N -2.2853 0.0961 2.6681 0.55 0.28 -2.24
N -0.1081 -0.7617 5.3491 0.33 0.33 -2.01
N -0.9373 0.1352 0.6447 -0.01 0.38 -0.57
C 0.3115 0.1406 0.0061 1.65 0.04 1.09
C 0.0374 -0.5703 4.2039 -0.67 0.01 0.99
C 3.2308 -3.5195 3.1384 -0.88 -0.20 -1.12
C 2.7914 -2.1972 3.4357 0.18 -0.14 -1.41
C -1.5464 0.8136 -1.5799 0.07 1.18 -1.59
C 1.4871 -0.0845 0.6958 -2.06 0.38 -1.41
C 2.7047 -0.0542 -0.0471 1.90 0.15 -1.56
C -0.7607 2.3266 -4.4161 -0.03 -0.07 0.20
C -2.3811 2.9406 -5.8228 -0.48 0.16 0.63
C 1.4992 -0.4322 2.1602 -0.13 -0.62 -0.72
C -1.0405 2.8929 -5.7104 0.13 -0.27 0.74
C 0.1303 -0.3227 2.7855 -1.69 0.78 -0.91
C -1.9741 2.0705 -3.8128 1.26 -0.58 0.34
C 2.0435 -1.8163 2.3497 0.64 0.09 1.83
C 2.5916 -3.8864 1.9678 1.34 0.13 1.50
C -2.3341 1.4398 -2.5246 0.16 -0.36 0.58
C -1.9963 0.3918 -0.2462 -1.62 -0.04 0.36
C -1.0280 -0.0191 2.0458 0.01 -1.00 2.56
H 2.7403 -4.8291 1.4466 -0.63 0.60 -0.36
H -0.3521 3.2526 -6.4589 0.07 -0.12 0.13
H -3.4005 1.4860 -2.2854 0.29 -0.03 0.01
H 3.0926 -1.5959 4.2781 -0.08 0.14 -0.13
H 2.2234 0.2451 2.6267 -0.19 -0.11 0.25
H -2.9468 3.4014 -6.6622 -0.10 -0.79 1.28
H -3.1180 0.1998 2.0576 1.08 -0.27 0.58
H 0.2148 2.1545 -3.9669 -0.30 0.04 -0.24
H -2.4296 -0.3074 3.5780 0.36 0.00 0.04
H 4.0135 -4.0479 3.6568 -0.30 -0.35 0.07

---

37
Properties=species:S:1:pos:R:3:forces:R:3 method="wB97M-V/def2-TZVPD" homo_lumo_gap_ev=6.26 homo_energy_ev=-4.0 charge=-1 relative_energy_kj_mol=4.61 e_tot_ha=-1209.10521
Sr -0.1206 -0.4568 -1.8970 -0.22 -2.06 0.94
O -2.1329 0.6100 -1.1043 -0.09 1.92 -0.05
O -3.2835 2.5877 -0.9698 1.55 -0.92 0.07
O 2.0555 0.3136 -1.6405 0.64 0.41 -0.02
O 0.6943 6.0246 -1.5203 -1.29 0.16 0.93
O 3.4568 1.7490 -2.6517 -1.31 0.44 1.19
N 0.3120 -0.5797 0.9624 -0.81 1.42 0.89
N 0.1002 1.9268 -1.7099 0.62 2.28 0.45
C -0.1790 -4.2066 1.3432 0.70 -0.31 -0.83
C -0.3138 -0.5654 3.6810 -0.62 -0.30 -0.64
C -0.8396 4.1147 -1.2403 -0.02 -0.91 -0.65
C 1.3196 2.5128 -1.8111 0.05 0.43 0.39
C 0.4209 4.6734 -1.4929 -0.01 0.44 0.49
C -0.0920 -1.6826 1.5708 1.35 -1.67 -0.61
C -0.3384 -5.3546 0.5286 -0.37 0.57 1.61
C -0.1308 -2.9598 -0.6586 0.85 4.79 -0.43
C -0.9351 2.6752 -1.3670 -0.34 1.84 0.35
C 2.4108 1.4780 -2.0151 1.52 -0.88 -1.73
C -0.3183 -1.7327 2.9596 -0.42 -0.64 0.20
C -0.3603 -5.3060 -0.8404 -0.22 -1.94 0.07
C 1.5461 3.8841 -1.6650 0.45 -1.59 -0.47
C -0.0616 -2.9338 0.7131 -1.43 -1.92 1.87
C 0.2918 0.5663 1.7040 0.19 -1.25 -1.33
C -2.2419 1.9017 -1.0936 -1.61 -0.29 -0.45
C -0.1297 -4.0813 -1.3775 -0.11 -1.57 -2.16
C -0.0540 0.6247 3.0278 0.13 -0.53 -0.36
H -0.5143 -6.2934 0.9973 0.04 -0.68 0.55
H -0.1822 1.5298 3.5452 0.13 1.18 0.42
H 0.0033 6.4785 -0.9878 0.58 -0.30 -0.68
H -0.6959 -0.5616 4.6767 0.19 -0.01 0.75
H 0.0347 -4.0838 -2.4461 -0.18 0.34 -0.55
H -0.0197 -4.3694 2.4118 -0.25 0.06 -0.18
H 2.5837 4.2768 -1.6900 -1.01 -0.24 -0.17
H -0.5691 -2.6752 3.4768 0.11 0.61 -0.57
H 0.5709 1.3938 1.0907 0.10 0.89 0.11
H -0.5566 -6.2413 -1.4388 0.39 1.09 0.61
H -1.7312 4.7625 -1.0712 0.75 -0.89 -0.03